No. 1
Molecular formula: C6H4O
Method: DFT, wB97M-V/def2-TZVPD

Geometry (Å):
C (3.65108, -0.57517, 0.07857)
C (2.49410, -0.22385, 0.11841)
C (1.17979, 0.18000, 0.17184)
C (0.01298, 0.53452, 0.24447)
C (-1.27549, 1.05738, 0.37885)
C (-2.29678, -0.60527, -0.44098)
O (-2.36879, 0.25976, 0.56017)
H (4.67437, -0.87795, 0.04037)
H (-1.47178, 2.11841, 0.48593)
H (-2.48150, -1.65135, -0.19788)
H (-2.11797, -0.21647, -1.43976)

Results
- HOMO energy (spin up / spin down): -7.25 / -7.25 eV
- Net charge: 0
- Calculated total energy: -8326.6299 eV
- Energy above the lowest of the compared OMol25 structures with the same formula, charge and spin: 5.8103 eV


No. 2
Molecular formula: C19H43O2P3Sn
Method: DFT, wB97M-V/def2-TZVPD

Geometry (Å):
Sn (0.23796, -0.20155, -0.21713)
P (-1.70465, -1.36706, 1.77589)
P (0.53180, -2.39060, -1.32912)
P (-1.88443, 1.09693, -1.25343)
H (2.02061, 3.13943, 3.63560)
C (1.05521, 3.38067, 3.18760)
C (-0.07578, 2.89655, 3.70556)
H (-0.09792, 2.31828, 4.62230)
C (-0.93610, -2.33575, 3.16264)
C (-3.02898, -2.50458, 1.15807)
C (-2.60588, -0.08176, 2.71845)
C (1.94550, -2.21662, -2.46543)
C (0.93299, -3.83737, -0.33778)
C (-0.86525, -2.85095, -2.39808)
C (-2.10886, 2.67709, -0.40838)
C (-3.52222, 0.29615, -1.32165)
C (-1.59149, 1.55431, -3.00480)
H (0.99241, 4.04151, 2.32184)
H (-1.07991, 3.19125, 3.39541)
H (-0.13471, -1.74544, 3.64143)
H (-0.50852, -3.29461, 2.81665)
H (-1.70999, -2.55699, 3.92775)
H (-2.59611, -3.32133, 0.55641)
H (-3.75115, -1.95839, 0.53322)
H (-3.58113, -2.95960, 2.00111)
H (-1.91019, 0.67596, 3.08951)
H (-3.14525, -0.48985, 3.58255)
H (-3.33588, 0.42728, 2.08335)
H (2.03158, -3.11294, -3.02400)
H (2.89141, -2.07371, -1.95417)
H (1.82460, -1.38320, -3.15436)
H (0.81417, -4.77015, -0.90849)
H (0.31485, -3.95196, 0.55588)
H (1.97006, -3.83485, 0.00866)
H (-0.62854, -3.68815, -3.08310)
H (-1.16930, -2.01773, -3.04658)
H (-1.78067, -3.17251, -1.86975)
H (-2.26609, 3.48397, -1.14891)
H (-1.21916, 2.90427, 0.20286)
H (-2.96908, 2.57958, 0.27374)
H (-4.17815, 0.78493, -2.07156)
H (-3.98659, 0.34222, -0.32170)
H (-3.41309, -0.76869, -1.58808)
H (-2.36441, 2.33235, -3.24982)
H (-1.69658, 0.65115, -3.65134)
H (-0.55535, 1.95052, -3.11393)
C (2.18142, 1.24533, -1.74340)
C (2.90362, 0.88322, -2.89975)
C (3.02292, 1.69045, -4.08018)
C (2.44660, 2.96067, -4.09539)
C (1.78762, 3.40267, -2.94489)
C (1.69744, 2.55085, -1.79633)
O (2.10076, 0.52629, -0.54135)
H (1.11040, -1.06223, -1.22458)
H (3.46681, -0.02846, -2.78101)
H (3.56987, 1.33955, -4.96503)
H (2.48757, 3.55525, -5.00106)
H (1.31538, 4.41817, -2.90654)
H (1.23829, 2.88387, -0.87175)
C (2.00925, -0.11997, 4.01597)
C (2.37893, 0.05293, 2.56303)
O (1.69237, -0.87317, 1.70289)
H (1.01099, 0.27268, 4.26032)
H (2.70952, 0.47709, 4.60083)
H (2.12384, -1.16258, 4.34226)
H (2.11334, 1.03680, 2.16561)
H (3.43961, -0.10873, 2.35797)
H (2.03171, -1.77873, 1.80749)

Results
- HOMO energy: -19.77 eV
- Net charge: +4
- Calculated total energy: -58144.5101 eV
- Energy above the lowest of the compared OMol25 structures with the same formula, charge and spin: 7.0180 eV


No. 3
Molecular formula: C2H5NO3
Method: DFT, wB97M-V/def2-TZVPD

Geometry (Å):
N (-1.89533, -0.96969, 0.72482)
C (-1.41634, 0.29397, 0.50718)
O (-1.06016, 0.88244, -0.51268)
H (-1.72942, -1.72489, -0.04307)
H (-2.03679, -1.29013, 1.64420)
H (-1.34666, 0.78874, 1.47690)
O (2.57227, -0.21406, -1.58461)
C (1.82802, 0.63362, -1.09801)
O (1.66336, 0.46253, 0.15837)
H (1.11099, 1.29330, -1.72215)
H (2.31006, -0.15583, 0.44907)

Results
- HOMO energy: -10.18 eV
- Net charge: 0
- Calculated total energy: -9787.0719 eV
- SMILES string: NC=O.O=CO
- Energy above the lowest of the compared OMol25 structures with the same formula, charge and spin: 1.1172 eV


No. 4
Molecular formula: C17H13CeCl5F4N2
Method: DFT, wB97M-V/def2-TZVPD

Geometry (Å):
Ce (1.13236, -0.27833, -0.36231)
C (0.41248, -3.16758, 0.84578)
N (-0.29179, -2.48658, -0.26075)
C (-0.42189, -3.43945, -1.36118)
C (-1.61259, -1.91621, 0.14169)
C (-2.29058, -1.07407, -0.90738)
N (-1.28089, -0.06826, -1.22881)
C (-1.66542, 1.12035, -1.74687)
C (-0.62439, 1.97103, -2.29038)
F (0.63850, 1.51132, -2.17166)
C (-0.84273, 3.10020, -2.97615)
F (0.22757, 3.78108, -3.41939)
C (-2.14593, 3.60239, -3.12857)
C (-3.18591, 2.86023, -2.60581)
F (-4.43794, 3.32761, -2.54953)
C (-2.91381, 1.66605, -1.90285)
F (-4.01497, 1.03767, -1.38083)
H (-0.04728, -4.17307, 0.95132)
H (0.22464, -2.63585, 1.75221)
H (1.46525, -3.19857, 0.63603)
H (-1.11281, -4.28808, -1.22797)
H (0.58818, -3.88312, -1.53788)
H (-0.68731, -3.00281, -2.35869)
H (-1.45013, -1.32561, 1.08630)
H (-2.29969, -2.74880, 0.33382)
H (-3.19596, -0.67784, -0.54068)
H (-2.49901, -1.72735, -1.81900)
H (-2.22131, 4.45038, -3.79772)
Cl (0.10978, -0.93184, 3.81786)
C (1.26236, 0.33684, 3.44455)
C (1.51329, 0.74610, 2.19238)
C (2.31826, 1.89159, 2.01963)
Cl (2.61280, 2.37259, 0.37625)
C (2.97623, 2.47552, 3.08207)
Cl (4.04002, 3.78701, 2.86332)
C (2.82856, 1.94127, 4.37036)
Cl (3.89190, 2.33165, 5.54979)
C (1.85796, 0.94337, 4.54905)
Cl (1.75770, 0.21862, 6.11886)
C (2.87101, -1.20532, -1.24141)
H (3.83215, -1.74024, -1.04613)
H (2.68134, -1.50391, -2.26935)

Results
- HOMO energy (spin up / spin down): -2.92 / -2.91 eV
- Net charge: -1
- Calculated total energy: -107228.5875 eV
- 2S+1: 2


No. 5
Molecular formula: C24H42BCrN10S
Method: DFT, wB97M-V/def2-TZVPD

Geometry (Å):
Cr (-0.03533, 0.06855, -0.44736)
C (2.70338, 1.77516, -1.59568)
C (3.73301, 0.81279, -1.00746)
C (4.84414, 0.55709, -2.03370)
C (3.14608, -0.49470, -0.55248)
C (3.85529, -1.59042, -0.03414)
C (2.91309, -2.58114, 0.14322)
N (1.71963, -2.09886, -0.23380)
N (1.85655, -0.81618, -0.64509)
B (0.38880, -2.87517, -0.36812)
N (-0.57103, -2.62896, 0.81081)
C (-1.02407, -3.56733, 1.65713)
C (-1.91095, -2.97091, 2.52051)
C (-1.95902, -1.62453, 2.12248)
N (-1.12958, -1.42732, 1.08913)
C (-2.83762, -0.59070, 2.77890)
C (-4.28537, -0.69215, 2.27968)
C (-2.31798, 0.83564, 2.65920)
N (-0.28164, -2.43134, -1.68684)
C (-0.62326, -3.26551, -2.67651)
C (-1.00569, -2.51443, -3.75957)
C (-0.84683, -1.17793, -3.36558)
N (-0.43754, -1.13379, -2.08455)
C (-1.04467, -0.03610, -4.33074)
C (-2.50574, 0.03059, -4.79627)
C (-0.58416, 1.31924, -3.82937)
H (3.19658, 2.69445, -1.91136)
H (1.92566, 2.03963, -0.87892)
H (2.23459, 1.32756, -2.47380)
H (4.19735, 1.28537, -0.13682)
H (4.42392, 0.12258, -2.94219)
H (5.59815, -0.12562, -1.64389)
H (5.33260, 1.49653, -2.29325)
H (4.91436, -1.65993, 0.14791)
H (3.02450, -3.59633, 0.48689)
H (0.62311, -4.04405, -0.41841)
H (-0.69580, -4.59129, 1.58978)
H (-2.46178, -3.43825, 3.31954)
H (-2.85740, -0.85589, 3.83926)
H (-4.37823, -0.33679, 1.25046)
H (-4.93613, -0.07572, 2.90121)
H (-4.64042, -1.72165, 2.32459)
H (-2.19687, 1.13336, 1.61811)
H (-1.34927, 0.92630, 3.14572)
H (-3.00789, 1.52901, 3.14280)
H (-0.55714, -4.33368, -2.55608)
H (-1.31752, -2.87162, -4.72600)
H (-0.44041, -0.29710, -5.20447)
H (-3.15275, 0.38987, -3.99066)
H (-2.86439, -0.94639, -5.11719)
H (-2.60137, 0.72430, -5.63194)
H (-1.25590, 1.68403, -3.06059)
H (-0.58320, 2.04075, -4.64704)
H (0.42242, 1.26969, -3.41234)
N (-2.90572, 0.15632, -0.93978)
N (-3.52784, 1.38456, -0.80404)
C (-2.81036, 2.49899, -0.56824)
N (-3.52039, 3.62243, -0.39718)
S (-1.13415, 2.54650, -0.49218)
H (-3.13806, -0.26201, -1.83159)
H (-3.15820, -0.47290, -0.18624)
H (-4.53516, 1.43635, -0.77174)
H (-4.52054, 3.65637, -0.50231)
H (-3.01789, 4.48445, -0.28403)
C (1.39451, 0.84640, 4.52228)
C (2.14918, 1.31064, 3.26536)
C (3.48321, 0.55538, 3.15490)
C (2.39352, 2.82934, 3.31293)
C (1.33007, 1.02229, 2.09080)
N (0.68765, 0.79760, 1.16891)
H (1.97671, 1.11660, 5.40240)
H (1.25606, -0.23522, 4.51482)
H (0.41946, 1.32634, 4.59815)
H (4.03701, 0.69422, 4.08285)
H (4.08325, 0.94496, 2.33487)
H (3.32416, -0.51150, 2.99861)
H (3.05205, 3.05402, 4.15117)
H (1.45659, 3.36973, 3.44880)
H (2.86866, 3.17744, 2.39539)

Results
- HOMO energy (spin up / spin down): -10.84 / -11.23 eV
- Net charge: +1
- Calculated total energy: -80402.9905 eV
- 2S+1: 5


No. 6
Molecular formula: C18H16N2O3S2
Method: DFT, wB97M-V/def2-TZVPD

Geometry (Å):
C (-3.93302, -3.05522, -2.35152)
O (-2.82248, -2.62747, -1.59819)
C (-3.04398, -1.89543, -0.47857)
C (-4.29502, -1.60598, 0.05640)
C (-4.39421, -0.85887, 1.21713)
C (-3.26880, -0.36955, 1.84847)
C (-2.02680, -0.64534, 1.29673)
S (-0.56075, -0.04114, 2.11222)
C (0.44314, 0.40686, 0.72511)
N (1.67799, -0.05013, 0.78277)
C (2.51827, 0.22688, -0.21094)
C (3.87950, -0.28745, -0.11336)
C (4.79678, -0.03656, -1.13438)
C (6.08550, -0.52378, -1.03837)
C (6.47028, -1.26170, 0.07093)
C (5.56221, -1.51338, 1.08829)
C (4.27130, -1.03049, 1.00077)
N (2.18425, 0.93947, -1.28968)
C (0.96489, 1.43179, -1.32752)
C (0.02202, 1.21696, -0.32967)
S (-1.52959, 2.11303, -0.50184)
C (-1.76270, 2.96856, 1.07882)
O (-2.62617, 1.21403, -0.72855)
O (-1.28892, 3.11456, -1.50428)
C (-1.90099, -1.42692, 0.16766)
H (-4.56004, -3.75067, -1.78399)
H (-4.53680, -2.20699, -2.68719)
H (-3.51959, -3.56994, -3.21742)
H (-5.19637, -1.95057, -0.42417)
H (-5.37009, -0.64363, 1.62559)
H (-3.34624, 0.22193, 2.74724)
H (4.47800, 0.53928, -1.98864)
H (6.79512, -0.32960, -1.82894)
H (7.47902, -1.64126, 0.14248)
H (5.86482, -2.08853, 1.95079)
H (3.55075, -1.21595, 1.78152)
H (0.70274, 2.05040, -2.17488)
H (-2.64557, 3.58571, 0.96749)
H (-1.89857, 2.24356, 1.86950)
H (-0.88793, 3.58351, 1.24673)
H (-0.93644, -1.66564, -0.25334)

Results
- HOMO energy: -8.60 eV
- Net charge: 0
- Calculated total energy: -49717.9455 eV
- SMILES string: COc1cccc(Sc2nc(-c3ccccc3)ncc2S(C)(=O)=O)c1
- Energy above the lowest of the compared OMol25 structures with the same formula, charge and spin: 0.0000 eV


No. 7
Molecular formula: C4H8O2
Method: DFT, wB97M-V/def2-TZVPD

Geometry (Å):
C (1.41232, -2.38515, 1.38108)
C (0.92171, -0.96897, 1.61381)
O (-0.25769, -0.75895, 1.48048)
H (2.22592, -2.75945, 1.96763)
H (0.59073, -3.07351, 1.54835)
H (1.87017, -2.34787, 0.38521)
H (1.55170, -0.02407, 1.56313)
C (-0.83188, 0.98073, -2.61028)
C (-0.58462, 1.86075, -1.33532)
O (-0.86826, 1.53974, -0.18016)
H (-0.63221, 1.64882, -3.41228)
H (-0.26054, 0.06173, -2.58979)
H (-1.93299, 0.54616, -2.63646)
H (0.08968, 2.77779, -1.52421)

Results
- HOMO energy: -9.52 eV
- Net charge: 0
- Calculated total energy: -8370.8169 eV
- SMILES string: CC=O.CC=O
- Energy above the lowest of the compared OMol25 structures with the same formula, charge and spin: 2.4649 eV


No. 8
Molecular formula: C15H14N2O3PtS
Method: DFT, wB97M-V/def2-TZVPD

Geometry (Å):
C (1.11602, -1.16864, -3.32528)
C (-0.29633, -1.11131, -3.59123)
C (-0.98061, -1.80107, -2.54736)
C (-0.00567, -2.30939, -1.63222)
C (1.30518, -1.92718, -2.10403)
Pt (0.30543, 0.02650, -1.51824)
C (-1.41762, 1.44381, -2.23647)
C (-0.15587, 1.64409, -2.74641)
C (0.63982, 2.29241, -3.60050)
N (2.14677, 0.58155, -1.34500)
H (-2.05113, -1.97559, -2.47131)
H (-0.75311, -0.66378, -4.46904)
H (-0.20657, -2.96862, -0.80154)
H (2.24730, -2.20248, -1.64568)
H (1.90556, -0.77045, -3.95202)
H (-2.14947, 0.89286, -2.83160)
H (2.26324, 1.43029, -0.75798)
H (-1.79664, 2.09134, -1.44576)
H (0.25589, 3.05347, -4.27800)
H (1.70052, 2.04997, -3.62814)
O (0.20117, -2.28926, 1.04753)
C (-0.02101, -1.12120, 1.38826)
N (-0.08127, -0.01370, 0.54942)
S (-0.27821, 1.47392, 1.28819)
O (0.91480, 2.27308, 1.13805)
O (-1.55485, 2.06425, 0.96806)
C (-0.33598, 0.69366, 2.88220)
C (-0.43171, 1.33231, 4.11936)
C (-0.41508, 0.54920, 5.28419)
C (-0.29628, -0.85208, 5.18551)
C (-0.19261, -1.47305, 3.93957)
C (-0.23712, -0.67739, 2.78298)
H (-0.51274, 2.41494, 4.15730)
H (-0.48162, 1.02151, 6.26851)
H (-0.27801, -1.45205, 6.09738)
H (-0.07220, -2.55192, 3.83131)

Results
- HOMO energy (spin up / spin down): -6.70 / -8.81 eV
- Net charge: 0
- Calculated total energy: -38977.7260 eV
- Energy above the lowest of the compared OMol25 structures with the same formula, charge and spin: 2.0542 eV
- 2S+1: 5